1.
{"formula": "C4H7NS2", "method": "wB97M-V/def2-TZVPD", "species": ["C", "C", "C", "C", "H", "H", "H", "H", "H", "H", "H", "N", "S", "S"], "coordinates": [[1.59, -0.56, 1.46], [0.15, -0.14, -0.49], [-0.91, 0.47, -1.14], [-1.51, -0.10, -2.28], [2.02, 0.27, 2.18], [1.32, -1.70, 1.75], [2.36, -0.54, 0.64], [-1.27, 0.95, 2.70], [-1.14, 1.48, -0.90], [-1.55, -1.09, -2.61], [-2.17, 0.61, -2.52], [0.39, 0.18, 0.92], [-0.33, 1.44, 1.75], [1.06, -1.28, -1.46]], "lumo_ha": -0.0229, "e_homo_ev": -8.22, "smiles": "C=CC(=S)N(C)S", "charge": 0}

2.
{"formula": "C33H39ClMoN4P2", "method": "wB97M-V/def2-TZVPD", "species": ["Mo", "Cl", "C", "C", "C", "C", "C", "C", "P", "C", "C", "C", "C", "C", "C", "C", "C", "C", "C", "C", "C", "H", "H", "H", "H", "H", "H", "H", "H", "H", "H", "H", "H", "H", "H", "C", "N", "C", "C", "C", "C", "C", "C", "C", "C", "H", "H", "H", "H", "H", "H", "H", "H", "H", "H", "H", "H", "H", "C", "N", "C", "N", "C", "N", "C", "P", "C", "C", "H", "H", "H", "H", "H", "H", "H", "H", "H", "H", "H", "H"], "coordinates": [[0.57, -0.19, 0.35], [0.27, 2.05, -0.98], [1.36, 3.25, -0.31], [1.15, 4.60, -0.52], [2.02, 5.51, 0.08], [3.09, 5.06, 0.85], [3.31, 3.71, 1.01], [2.44, 2.78, 0.44], [2.66, 0.99, 0.53], [4.14, 0.54, 1.46], [5.36, 0.43, 0.79], [6.50, 0.15, 1.52], [6.43, -0.01, 2.90], [5.21, 0.08, 3.55], [4.05, 0.36, 2.84], [2.92, 0.49, -1.20], [3.11, 1.42, -2.23], [3.30, 0.98, -3.53], [3.31, -0.38, -3.81], [3.16, -1.31, -2.80], [2.97, -0.89, -1.48], [0.33, 4.95, -1.14], [1.85, 6.57, -0.05], [3.76, 5.78, 1.30], [4.17, 3.36, 1.58], [5.42, 0.57, -0.28], [7.45, 0.05, 1.01], [7.33, -0.21, 3.46], [5.16, -0.06, 4.62], [3.09, 0.44, 3.34], [3.14, 2.48, -2.01], [3.47, 1.70, -4.31], [3.45, -0.71, -4.83], [3.24, -2.36, -3.03], [2.99, -1.61, -0.67], [-0.14, -4.72, 5.08], [-1.27, -4.09, 4.35], [-2.14, -5.12, 3.73], [-0.89, -2.93, 3.46], [-0.23, -3.13, 2.10], [0.26, -4.37, 1.69], [0.77, -4.59, 0.42], [0.79, -3.58, -0.52], [0.38, -2.33, -0.08], [-0.07, -2.04, 1.21], [-0.53, -5.48, 5.76], [0.40, -3.98, 5.67], [0.56, -5.21, 4.41], [-1.84, -3.65, 5.07], [-1.57, -5.84, 3.16], [-2.89, -4.65, 3.08], [-2.67, -5.66, 4.52], [-0.23, -2.29, 4.07], [-1.82, -2.39, 3.28], [0.24, -5.21, 2.36], [1.13, -5.58, 0.16], [1.11, -3.76, -1.54], [0.25, -1.47, -0.88], [-3.31, 1.38, 3.66], [-3.32, 1.91, 2.31], [-3.02, 3.33, 2.32], [-1.71, 3.52, 2.92], [-1.70, 3.02, 4.28], [-2.00, 1.60, 4.25], [-0.96, 0.81, 3.68], [-0.69, 1.19, 1.85], [-2.54, 1.16, 1.39], [-0.63, 3.09, 2.12], [-3.54, 0.32, 3.64], [-4.06, 1.90, 4.26], [-3.77, 3.85, 2.90], [-3.03, 3.72, 1.30], [-2.45, 3.54, 4.87], [-0.72, 3.20, 4.74], [-1.22, -0.25, 3.77], [-0.02, 1.00, 4.21], [-2.86, 0.11, 1.39], [-2.66, 1.56, 0.38], [-0.68, 3.60, 1.16], [0.32, 3.34, 2.61]], "spin_multiplicity": 3, "lumo_ha": [-0.4908, -0.4970], "e_homo_ev": [-18.71, -18.41], "charge": 4}